ORCA calculation (ωB97M-V/def2-TZVPD) on C53H57AsBrIIrO4Se as an isolated structure in a non-equilibrium geometry.

Properties
Total charge: 0
E_HOMO (spin up / spin down), hartree: -0.24838 / -0.27753
LUMO energy (spin up / spin down), eV: -0.92 / -1.09
Multiplicity: 2
HOMO-LUMO gap (spin up / spin down), eV: 5.8 / 6.5

Element x y z (Å)
Ir 1.411 -0.286 -0.464
C -2.420 -0.129 6.311
C -1.121 -0.896 5.977
C -0.080 -0.663 7.094
C -1.461 -2.407 5.964
C -0.553 -0.392 4.630
C -0.365 -1.243 3.524
C 0.158 -0.758 2.329
Se 0.423 -1.987 0.872
C -1.185 -1.349 -0.081
C -2.332 -2.070 0.255
C -3.581 -1.796 -0.319
C -3.654 -0.757 -1.260
C -2.537 0.017 -1.649
C -1.275 -0.283 -1.047
O -0.188 0.441 -1.404
C -2.787 1.134 -2.713
C -3.829 2.138 -2.168
C -1.540 1.961 -3.111
C -3.323 0.488 -4.014
C -4.857 -2.593 0.040
C -5.412 -3.277 -1.229
C -5.921 -1.634 0.618
C -4.607 -3.700 1.094
C 0.505 0.590 2.196
O 1.005 1.001 1.018
C 0.335 1.492 3.279
C -0.197 0.967 4.485
C 0.725 2.992 3.147
C 0.470 3.803 4.444
C -0.109 3.658 2.029
C 2.233 3.121 2.829
H -2.843 -0.477 7.278
H -3.180 -0.294 5.517
H -2.243 0.962 6.401
H -0.467 -1.018 8.074
H 0.171 0.412 7.207
H 0.858 -1.215 6.869
H -1.865 -2.728 6.948
H -0.554 -3.017 5.762
H -2.232 -2.633 5.196
H -0.609 -2.293 3.565
H -2.218 -2.860 0.981
H -4.614 -0.549 -1.704
H -3.451 2.617 -1.238
H -4.800 1.655 -1.937
H -4.036 2.937 -2.913
H -1.124 2.506 -2.237
H -1.805 2.730 -3.869
H -0.761 1.317 -3.573
H -4.274 -0.059 -3.852
H -2.578 -0.229 -4.422
H -3.523 1.262 -4.787
H -5.677 -2.539 -2.014
H -6.332 -3.856 -0.995
H -4.658 -3.976 -1.652
H -6.203 -0.844 -0.108
H -5.536 -1.139 1.536
H -6.848 -2.187 0.882
H -3.872 -4.446 0.720
H -5.548 -4.246 1.323
H -4.234 -3.265 2.046
H -0.343 1.608 5.336
H -0.607 3.789 4.718
H 0.762 4.867 4.309
H 1.070 3.402 5.289
H -1.193 3.583 2.261
H 0.062 3.197 1.037
H 0.153 4.734 1.933
H 2.838 2.655 3.638
H 2.527 4.190 2.748
H 2.511 2.639 1.873
O 2.722 0.943 -0.380
O 1.633 -2.934 -2.123
C 1.558 -2.040 -1.563
Br 6.785 -2.818 1.080
C 5.582 -3.000 2.541
C 6.075 -3.646 3.681
C 5.261 -3.824 4.801
C 3.950 -3.356 4.788
C 3.451 -2.711 3.655
C 4.263 -2.530 2.527
I 3.390 -1.545 0.892
H 7.097 -4.017 3.708
H 5.652 -4.327 5.683
H 3.314 -3.494 5.659
H 2.423 -2.354 3.667
C 6.229 1.754 -4.364
C 5.542 0.737 -5.032
C 4.262 0.362 -4.611
C 3.658 1.005 -3.515
C 4.359 2.021 -2.850
C 5.638 2.395 -3.273
As 1.859 0.537 -2.870
C 1.105 1.986 -3.722
C 1.103 3.288 -3.215
C 0.502 4.309 -3.961
C -0.089 4.024 -5.201
C -0.083 2.716 -5.705
C 0.521 1.696 -4.952
C 0.623 0.355 -5.301
C 0.140 -0.246 -6.474
C 0.331 -1.622 -6.664
C 0.994 -2.387 -5.693
C 1.473 -1.781 -4.524
C 1.285 -0.408 -4.344
H 7.219 2.043 -4.692
H 6.001 0.240 -5.876
H 3.760 -0.427 -5.149
H 3.911 2.525 -2.003
H 6.170 3.182 -2.755
H 1.559 3.508 -2.259
H 0.494 5.322 -3.579
H -0.551 4.819 -5.772
H -0.541 2.517 -6.663
H -0.374 0.325 -7.234
H -0.035 -2.097 -7.565
H 1.137 -3.449 -5.846
H 1.986 -2.369 -3.775

ORCA calculation (ωB97M-V/def2-TZVPD) on a 10-piece molecular cluster, C4H26NO11S overall in a non-equilibrium geometry.

Properties
Total charge: -1
E_HOMO, hartree: -0.15299
LUMO energy, eV: 2.69
Energy relative to the best compared isomer or geometry (same formula, charge and spin), kJ/mol: 491.16
HOMO-LUMO gap, eV: 6.9

Element x y z (Å)
O -2.489 -2.280 2.493
C -2.694 -1.237 1.885
N -1.674 -0.837 1.038
C -1.918 0.455 0.405
C -0.880 1.422 1.054
S -0.535 3.156 0.465
C -1.517 0.309 -1.085
O -2.180 1.378 -1.822
H -3.594 -0.814 1.820
H -0.751 -1.240 0.976
H -2.783 0.999 0.548
H 0.158 1.012 0.826
H -1.397 1.681 2.043
H -2.074 2.177 -1.230
H -1.848 -0.573 -1.606
H -0.444 0.363 -1.341
H 3.901 0.159 -1.823
H 2.841 0.574 -2.774
O 3.294 0.856 -2.014
H 2.443 0.748 1.452
H 1.256 -0.155 2.086
O 2.137 -0.113 1.689
H -0.099 0.682 3.644
H -0.954 -0.556 3.823
O 0.009 -0.271 4.058
H 1.767 -2.764 2.203
H 2.582 -1.830 1.153
O 2.041 -2.625 1.260
H 2.730 1.769 -0.494
H 2.154 2.925 0.459
O 2.867 2.075 0.338
H 0.271 3.764 -1.868
H -0.673 2.744 -2.527
O 0.232 3.067 -2.576
H 1.673 -1.042 -2.949
H 1.097 -0.247 -4.024
O 1.841 -0.538 -3.703
H 0.559 -2.046 -0.606
H 1.355 -3.182 -0.211
O 0.605 -2.963 -0.670
H -2.744 -3.063 -0.633
H -3.288 -1.587 -0.579
O -3.277 -2.353 -1.183

ORCA calculation (ωB97M-V/def2-TZVPD) on an isolated molecule of C3H11N3 in a non-equilibrium geometry.

Properties
Total charge: 0
E_HOMO, hartree: -0.32006
LUMO energy, eV: 1.03
SMILES string: CC(C)(N)NN
Energy relative to the best compared isomer or geometry (same formula, charge and spin), kJ/mol: 319.73
HOMO-LUMO gap, eV: 9.7

Element x y z (Å)
C -0.637 -0.481 1.290
C -0.147 -0.140 -0.111
C -0.785 1.115 -0.687
N -0.593 -1.467 -1.036
N 1.211 -0.296 -0.453
N 1.802 0.889 0.535
H -1.701 -0.701 1.254
H -0.474 0.356 1.967
H -0.112 -1.353 1.675
H -0.644 1.958 -0.014
H -0.342 1.350 -1.653
H -1.853 0.949 -0.812
H 0.089 -2.001 -1.567
H -1.287 -1.253 -1.747
H 1.570 -1.155 -0.041
H 1.957 1.677 -0.087
H 1.948 0.555 1.488

ORCA calculation (ωB97M-V/def2-TZVPD) on C5H10O2 as an isolated structure.

Properties
Total charge: 0
E_HOMO, hartree: -0.25567
LUMO energy, eV: 0.88
Energy relative to the best compared isomer or geometry (same formula, charge and spin), kJ/mol: 727.49
HOMO-LUMO gap, eV: 7.8

Element x y z (Å)
C -1.140 -1.305 0.365
C -0.625 -0.020 -0.229
C 0.779 -0.005 -0.786
C 1.799 -0.228 0.961
O 1.797 1.079 0.107
C -1.576 0.984 -0.736
O -0.896 1.183 0.498
H -1.484 -1.987 -0.420
H -0.338 -1.777 0.937
H -1.981 -1.097 1.032
H 0.838 0.663 -1.665
H 1.150 -0.984 -1.079
H 2.789 -0.641 0.740
H 1.810 0.085 2.016
H 1.052 1.601 0.461
H -2.646 0.803 -0.635
H -1.296 1.661 -1.541

ORCA calculation (ωB97M-V/def2-TZVPD) on a 2-piece molecular cluster, C7H10N3O2S overall in a non-equilibrium geometry.

Properties
Total charge: +1
E_HOMO (spin up / spin down), hartree: -0.40919 / -0.52062
LUMO energy (spin up / spin down), eV: -3.30 / -5.36
Multiplicity: 3
Energy relative to the best compared isomer or geometry (same formula, charge and spin), kJ/mol: 21.12
HOMO-LUMO gap (spin up / spin down), eV: 7.8 / 8.8

Element x y z (Å)
C 0.721 -0.903 0.402
C 1.148 1.434 1.228
C 1.655 -0.539 -0.591
C 0.447 0.096 1.403
C -3.575 -1.182 -1.027
C -0.430 0.032 2.437
C 3.191 1.041 -1.641
N 2.092 1.593 0.345
N 2.241 0.704 -0.595
N -1.938 -1.100 1.185
O -0.809 0.212 3.519
O -1.558 0.445 -0.761
S -2.601 -0.260 0.035
H 0.265 -1.800 0.410
H 0.923 2.178 1.958
H 1.888 -1.190 -1.412
H -3.829 -2.251 -0.967
H -4.071 -0.684 -1.886
H 4.289 0.969 -1.398
H 3.088 0.222 -2.422
H 2.944 1.971 -2.099
H -2.506 -1.735 1.615
H -3.575 0.748 0.262

ORCA calculation (ωB97M-V/def2-TZVPD) on C5H11NO as an isolated structure in a non-equilibrium geometry.

Properties
Total charge: 0
E_HOMO, hartree: -0.33233
LUMO energy, eV: 0.83
Energy relative to the best compared isomer or geometry (same formula, charge and spin), kJ/mol: 419.79
HOMO-LUMO gap, eV: 9.9

Element x y z (Å)
C -1.901 -0.457 -0.570
C -0.974 -0.170 0.577
C 0.148 1.907 0.024
C 1.510 -0.004 -0.038
C 1.494 -1.592 0.052
H -2.117 0.536 -0.863
H -2.927 -1.155 -0.259
H -1.303 -1.210 -1.358
H -0.508 -1.004 0.975
H -1.381 0.610 1.449
H -0.555 2.311 -0.809
H -0.291 2.302 0.924
H 1.333 2.410 -0.373
H 1.485 -1.867 1.199
H 2.737 -1.892 -0.327
H 0.523 -1.903 -0.452
N 0.275 0.584 0.160
O 2.452 0.595 -0.313

ORCA calculation (ωB97M-V/def2-TZVPD) on C19H26F4N3ORu as an isolated structure in a non-equilibrium geometry.

Properties
Total charge: +2
E_HOMO (spin up / spin down), hartree: -0.54189 / -0.55328
LUMO energy (spin up / spin down), eV: -6.61 / -8.37
Multiplicity: 2
Energy relative to the best compared isomer or geometry (same formula, charge and spin), kJ/mol: 0.00
HOMO-LUMO gap (spin up / spin down), eV: 8.1 / 6.7

Element x y z (Å)
Ru 0.027 0.741 -0.608
C 2.167 -1.170 -0.710
C 2.789 0.223 -0.732
N 2.003 1.152 0.107
C 2.392 2.581 -0.130
C 2.024 3.134 -1.497
C 2.081 0.820 1.542
C 0.792 1.168 2.199
N -0.270 0.566 1.399
C -1.456 0.247 1.966
C -2.392 -0.486 1.195
F -2.022 -0.776 -0.056
C -3.601 -0.901 1.676
F -4.403 -1.610 0.897
C -3.972 -0.589 2.980
C -3.102 0.153 3.762
F -3.447 0.490 4.992
C -1.875 0.565 3.289
F -1.109 1.304 4.083
H 2.491 -1.741 -1.578
H 1.062 -1.146 -0.741
H 2.435 -1.740 0.177
H 2.795 0.617 -1.747
H 3.826 0.192 -0.385
H 3.474 2.664 0.009
H 1.912 3.167 0.653
H 2.768 2.891 -2.255
H 1.956 4.220 -1.444
H 1.057 2.768 -1.841
H 2.910 1.350 2.017
H 2.268 -0.246 1.649
H 0.654 2.252 2.235
H 0.795 0.823 3.229
H -4.922 -0.921 3.378
C -0.401 -0.716 -3.812
O -0.557 -0.773 -2.366
H -1.325 -1.014 -4.302
H 0.412 -1.365 -4.128
H -0.167 0.314 -4.069
H -0.892 -1.645 -2.127
C -4.240 5.346 -0.799
C -3.164 4.303 -0.772
C -3.030 3.365 -1.792
C -2.040 2.410 -1.724
N -1.175 2.344 -0.699
C -1.289 3.246 0.293
C -2.259 4.221 0.287
H -4.557 5.567 -1.816
H -3.910 6.265 -0.319
H -5.114 4.985 -0.251
H -3.693 3.383 -2.647
H -1.914 1.678 -2.514
H -0.564 3.186 1.088
H -2.304 4.929 1.105

ORCA calculation (ωB97M-V/def2-TZVPD) on an isolated molecule of C2H2N2O.

Properties
Total charge: 0
E_HOMO, hartree: -0.39023
LUMO energy, eV: 0.94
SMILES string: c1conn1
Energy relative to the best compared isomer or geometry (same formula, charge and spin), kJ/mol: 184.67
HOMO-LUMO gap, eV: 11.6

Element x y z (Å)
C 1.089 -0.313 0.158
C 0.293 0.407 0.988
O -0.891 0.535 0.408
N -0.837 -0.115 -0.801
N 0.309 -0.599 -0.965
H 2.102 -0.641 0.243
H 0.426 0.803 1.980

ORCA calculation (ωB97M-V/def2-TZVPD) on a 4-piece molecular cluster, CH7O5 overall in a non-equilibrium geometry.

Properties
Total charge: -1
E_HOMO, hartree: -0.19045
LUMO energy, eV: 3.54
Energy relative to the best compared isomer or geometry (same formula, charge and spin), kJ/mol: 69.35
HOMO-LUMO gap, eV: 8.7

Element x y z (Å)
O 0.705 -1.792 -1.563
C -0.040 -1.497 -0.631
O 0.259 -1.384 0.606
H -1.123 -1.296 -0.814
H -1.248 -1.632 3.100
H -1.163 -1.506 1.577
O -1.817 -1.533 2.333
H 0.194 2.329 -1.527
H -0.537 2.531 -2.758
O -0.057 3.042 -2.131
H 1.261 1.428 0.173
H 1.594 0.212 0.925
O 1.972 1.096 0.710

ORCA calculation (ωB97M-V/def2-TZVPD) on C27H41NP2V as an isolated structure in a non-equilibrium geometry.

Properties
Total charge: 0
E_HOMO (spin up / spin down), hartree: -0.20877 / -0.21592
LUMO energy (spin up / spin down), eV: -0.17 / -0.18
Multiplicity: 4
HOMO-LUMO gap (spin up / spin down), eV: 5.5 / 5.7

Element x y z (Å)
P -0.289 -1.575 -4.992
P 0.262 2.241 -4.919
C -0.423 -0.227 -6.211
C 0.604 0.888 -6.101
H -1.439 0.168 -6.204
H -0.294 -0.737 -7.165
H 1.621 0.524 -5.902
H 0.671 1.410 -7.067
C -1.376 2.880 -5.359
H -1.796 3.504 -4.558
H -2.096 2.077 -5.584
H -1.286 3.509 -6.261
C 1.424 3.521 -5.354
H 1.119 4.014 -6.281
H 2.421 3.102 -5.507
H 1.497 4.289 -4.579
C -1.599 -2.705 -5.509
H -1.725 -3.500 -4.767
H -1.319 -3.162 -6.467
H -2.559 -2.193 -5.630
C 1.213 -2.383 -5.596
H 2.069 -1.698 -5.621
H 1.001 -2.739 -6.611
H 1.466 -3.236 -4.958
V 0.816 0.697 -0.878
C 0.401 1.967 -3.199
C -0.918 1.592 -2.539
C -1.726 0.467 -3.011
C -2.192 -0.722 -2.097
C -1.262 -1.891 -1.873
C 0.109 -1.628 -1.862
C 0.937 -0.560 -2.712
C 1.535 0.961 -2.803
C 2.291 -0.233 0.213
H 0.711 2.981 -2.875
H -1.528 2.474 -2.341
H -1.337 0.091 -3.961
H -2.668 0.905 -3.361
H -2.406 -0.306 -1.093
H -3.175 -1.029 -2.531
H -1.673 -2.755 -1.267
H 0.796 -2.438 -1.564
H 0.311 -0.470 -3.652
H 1.813 -1.138 -3.068
H 2.063 1.268 -1.848
H 2.320 0.940 -3.578
H 2.678 0.602 0.831
H 3.091 -0.736 -0.353
H 1.714 -0.955 0.834
C -0.461 5.514 1.480
C 0.144 5.050 0.305
C 0.150 3.689 -0.004
C -0.443 2.766 0.890
C -1.135 3.259 2.025
C -1.106 4.615 2.337
N -0.306 1.402 0.677
C -0.503 0.563 1.804
C 0.301 0.736 2.960
C 0.083 -0.051 4.090
C -0.973 -0.976 4.106
C -1.789 -1.126 2.976
C -1.551 -0.383 1.818
H -0.436 6.572 1.732
H 0.614 5.758 -0.377
H 0.629 3.338 -0.928
H -1.656 2.559 2.681
H -1.592 4.952 3.251
H 1.085 1.505 2.965
H 0.738 0.069 4.957
H -1.163 -1.579 5.001
H -2.628 -1.826 2.992
H -2.188 -0.482 0.931

ORCA calculation (ωB97M-V/def2-TZVPD) on a 3-piece molecular cluster, C31H44F9N5O10PS3 overall in a non-equilibrium geometry.

Properties
Total charge: +1
E_HOMO, hartree: -0.42195
LUMO energy, eV: -4.87
Energy relative to the best compared isomer or geometry (same formula, charge and spin), kJ/mol: 244.73
HOMO-LUMO gap, eV: 6.6

Element x y z (Å)
C 1.454 -4.373 0.088
C 1.526 -3.793 -0.968
C 1.342 -2.960 -2.276
N 0.126 -2.096 -2.216
C -1.049 -2.443 -2.897
C -1.134 -3.756 -3.735
C -0.292 -3.828 -5.058
C -0.133 -5.288 -5.675
N 0.283 -2.886 -5.707
C -2.287 -1.594 -2.842
C -3.633 -1.902 -3.557
C -3.817 -1.152 -4.965
S -2.346 -1.232 -6.055
C -1.711 0.427 -6.389
N -0.379 0.580 -6.708
N -0.280 1.929 -6.896
C -1.463 2.531 -6.714
O -2.443 1.580 -6.394
C -2.187 -0.369 -1.980
C -3.497 0.516 -1.947
O -3.754 1.211 -2.900
O -4.347 0.595 -0.851
C -5.464 -0.326 -0.918
C -6.526 -0.005 -2.038
C -7.810 -0.945 -1.940
C -9.188 -0.134 -1.917
C -10.100 -0.480 -3.185
C -0.926 -0.004 -1.244
C -0.914 1.300 -0.396
F 0.085 1.394 0.561
F -2.087 1.476 0.358
C -0.802 2.592 -1.318
F -0.133 2.215 -2.501
F -2.024 3.089 -1.737
C 0.002 3.815 -0.716
F -0.136 4.846 -1.655
F 1.365 3.611 -0.622
C -0.549 4.412 0.649
F -0.288 5.780 0.599
F -1.896 4.302 0.826
F 0.155 3.973 1.757
C 0.221 -0.925 -1.433
P 1.933 -0.564 -0.611
N 1.764 -0.761 1.120
O 2.383 1.037 -0.950
H 1.245 -5.114 0.897
H 2.271 -2.391 -2.558
H 1.269 -3.753 -3.081
H -2.171 -4.111 -3.963
H -0.699 -4.563 -3.056
H -1.061 -5.570 -6.265
H -0.131 -6.006 -4.793
H 0.808 -5.394 -6.270
H 0.062 -2.011 -5.209
H -4.541 -1.584 -2.956
H -3.823 -2.992 -3.770
H -4.200 -0.103 -4.864
H -4.639 -1.727 -5.496
H -1.774 3.597 -6.757
H -5.024 -1.374 -1.007
H -5.994 -0.329 0.083
H -6.772 1.097 -1.940
H -6.053 -0.146 -3.057
H -7.750 -1.590 -1.009
H -7.783 -1.612 -2.849
H -8.975 0.979 -1.904
H -9.752 -0.465 -0.995
H -9.702 0.026 -4.112
H -10.061 -1.591 -3.360
H -11.173 -0.167 -3.026
H 2.444 -1.450 1.447
H 1.891 0.159 1.555
H 2.505 1.134 -1.916
O 5.510 4.440 5.344
S 4.518 3.411 5.447
O 4.636 2.170 4.735
O 3.072 4.047 5.142
C 2.884 4.746 3.907
C 2.753 3.791 2.736
C 4.248 3.050 7.155
H 3.692 5.464 3.745
H 1.960 5.318 4.009
H 3.690 3.260 2.557
H 2.494 4.331 1.826
H 1.988 3.039 2.936
H 4.116 3.984 7.698
H 5.127 2.521 7.525
H 3.368 2.416 7.247
O 6.446 -2.340 8.786
S 7.728 -1.729 8.583
O 8.016 -0.407 9.057
O 8.103 -1.812 7.021
C 7.176 -1.273 6.072
C 7.220 0.242 6.040
C 8.985 -2.822 9.173
H 6.165 -1.636 6.276
H 7.467 -1.661 5.094
H 6.857 0.666 6.979
H 6.595 0.630 5.233
H 8.243 0.596 5.901
H 8.797 -3.820 8.783
H 8.935 -2.827 10.261
H 9.955 -2.451 8.848